(1)
{"formula": "C17H35Cl10INO2", "method": "ωB97M-V with the def2-TZVPD basis set", "total_charge": 1, "max_force_ev_per_a": 0.467, "homo_lumo_gap_ev": 8.5, "elements": ["C", "C", "C", "O", "C", "C", "N", "C", "C", "I", "O", "H", "H", "H", "H", "H", "H", "H", "H", "H", "H", "H", "H", "H", "H", "H", "Cl", "C", "C", "Cl", "H", "H", "H", "H", "Cl", "C", "C", "Cl", "H", "H", "H", "H", "Cl", "C", "C", "Cl", "H", "H", "H", "H", "Cl", "C", "C", "Cl", "H", "H", "H", "H", "Cl", "C", "C", "Cl", "H", "H", "H", "H"], "coordinates": [[-0.9247, -1.3117, -0.0423], [0.5067, -1.0239, -0.4722], [0.5731, 0.0707, -1.5250], [0.8709, -0.5199, -2.8071], [1.1623, 0.3918, -3.7746], [2.6567, 0.5192, -3.9517], [2.9017, 1.7199, -4.8244], [1.8557, 1.9447, -5.8989], [0.7512, 0.8561, -6.0357], [0.9648, -0.1968, -7.8846], [0.6487, -0.0798, -5.0013], [-1.3222, -0.4694, 0.5235], [-1.5758, -1.4565, -0.9035], [-0.9782, -2.2121, 0.5618], [1.0649, -0.6736, 0.3939], [0.9883, -1.9144, -0.8657], [-0.3840, 0.5895, -1.5968], [1.3404, 0.8107, -1.2830], [0.6982, 1.3632, -3.5580], [3.0044, -0.3575, -4.4911], [3.1986, 0.6026, -3.0161], [3.8274, 1.6548, -5.2466], [2.9401, 2.5459, -4.2254], [1.3923, 2.9112, -5.7332], [2.3881, 2.0209, -6.8387], [-0.1984, 1.3768, -6.1285], [-3.3972, -3.8538, 1.4043], [-2.9162, -5.5694, 1.5087], [-1.4209, -5.7318, 1.4279], [-0.7849, -5.2963, -0.1815], [-3.4211, -6.1002, 0.7066], [-3.2746, -5.9483, 2.4637], [-1.1555, -6.7714, 1.6095], [-0.9167, -5.1072, 2.1604], [-1.7093, 2.7686, -0.0490], [-2.7380, 3.7317, -1.1451], [-2.7252, 3.0985, -2.5105], [-1.0864, 3.2429, -3.2225], [-2.3526, 4.7470, -1.1707], [-3.7460, 3.7440, -0.7358], [-3.4236, 3.5849, -3.1877], [-2.9670, 2.0409, -2.4495], [1.6256, 1.3002, 2.8555], [1.6722, 3.0810, 2.9458], [1.6080, 3.7000, 1.5751], [3.0830, 3.3854, 0.6166], [2.5745, 3.3689, 3.4784], [0.8054, 3.3933, 3.5258], [1.5040, 4.7803, 1.6539], [0.7710, 3.2950, 1.0175], [3.6696, -3.1192, 4.4467], [2.3087, -2.0444, 4.8664], [2.1933, -1.8188, 6.3503], [1.6937, -3.2936, 7.2159], [1.4006, -2.4857, 4.4654], [2.4879, -1.0942, 4.3662], [1.4339, -1.0623, 6.5429], [3.1372, -1.4873, 6.7747], [-0.9926, -0.6625, 4.1630], [-2.4333, -0.8817, 3.1347], [-3.2021, 0.4004, 2.9551], [-3.9788, 0.9434, 4.4625], [-3.0473, -1.6566, 3.5850], [-2.0832, -1.2327, 2.1660], [-3.9938, 0.2460, 2.2231], [-2.5539, 1.2021, 2.6097]], "atomic_forces_ev_per_a": [[0.0544, -0.0347, -0.2320], [-0.1831, 0.3835, 0.0679], [0.0044, -0.0509, -0.0076], [-0.0090, -0.3651, -0.0074], [-0.2952, 0.2127, 0.1231], [0.1480, -0.3181, -0.1901], [0.1414, 0.1523, 0.2167], [0.0070, -0.1072, -0.4542], [-0.1577, 0.1023, 0.0649], [0.0495, -0.0877, 0.0381], [0.0898, -0.1153, -0.0644], [0.0215, 0.0622, -0.0065], [-0.0342, -0.1122, -0.1041], [-0.0361, -0.0662, 0.1077], [0.1733, -0.1831, 0.0936], [0.1008, -0.0997, 0.0051], [-0.0396, 0.1283, -0.0726], [0.1169, 0.0486, 0.0153], [0.0334, 0.1309, 0.1597], [0.0514, -0.0894, 0.0040], [0.0495, 0.3093, 0.0680], [-0.0372, -0.0689, -0.0742], [-0.0892, 0.0007, -0.0190], [-0.0291, 0.0527, 0.3187], [0.1067, 0.0141, -0.0468], [-0.0529, 0.1024, -0.0801], [-0.0750, 0.0288, -0.0051], [0.0101, -0.0989, 0.0074], [0.0357, -0.0332, 0.0605], [0.0127, 0.0289, -0.0042], [0.0100, 0.0337, -0.0397], [0.0116, 0.0474, 0.0254], [-0.0128, -0.0124, -0.0390], [0.0083, 0.0244, -0.0014], [-0.0602, 0.0461, 0.2503], [-0.0211, -0.0172, -0.0407], [-0.1335, -0.0320, 0.0172], [-0.0151, 0.0399, -0.2418], [0.0455, -0.0108, 0.0357], [0.0036, -0.0869, 0.0029], [0.0731, 0.1009, 0.0067], [0.0569, -0.0214, -0.0489], [0.0375, 0.0178, -0.0380], [0.0557, 0.0386, 0.0568], [-0.0819, 0.0222, 0.0230], [0.0369, -0.0350, -0.0692], [0.0344, -0.0450, -0.0203], [-0.0232, -0.0115, -0.0261], [0.0266, -0.0037, 0.0216], [-0.0356, 0.0431, -0.0735], [-0.0017, -0.0131, -0.0119], [-0.0325, 0.0423, -0.0863], [-0.0180, 0.0633, 0.0410], [0.0064, -0.0089, 0.0044], [0.0039, -0.0410, 0.0078], [0.0220, 0.0171, 0.0275], [-0.0242, -0.0138, -0.0203], [0.0205, -0.0409, 0.0091], [-0.0032, -0.0293, 0.0246], [-0.1037, -0.1220, -0.0474], [-0.0031, 0.0195, -0.0326], [0.0073, 0.0300, 0.0091], [-0.0020, 0.0275, 0.0605], [-0.0663, 0.0090, 0.2085], [-0.0101, -0.0299, 0.0087], [0.0197, 0.0249, 0.0138]]}


(2)
{"formula": "C3H4Cl2FN4", "method": "ωB97M-V with the def2-TZVPD basis set", "total_charge": 1, "smiles": "FN[C@@]1(Cl)N=CNC(Cl)=[NH+]1", "e_above_lowest_kj_mol": 98.9, "max_force_ev_per_a": 6.628, "homo_lumo_gap_ev": 9.9, "elements": ["F", "N", "C", "Cl", "N", "C", "N", "C", "Cl", "N", "H", "H", "H", "H"], "coordinates": [[1.4114, 1.8415, -0.6070], [1.4599, 0.7074, -1.4601], [0.6714, -0.3430, -0.9415], [0.9289, -1.8149, -1.7004], [1.2395, -0.4571, 0.6850], [0.3927, -0.4588, 1.5830], [-1.0428, -0.3042, 1.4075], [-1.5085, 0.1275, 0.2696], [-3.1666, 0.5927, 0.3198], [-0.7600, 0.0920, -0.8239], [2.3662, 0.3938, -1.7126], [0.7041, -0.4883, 2.7172], [-1.6803, -0.0561, 2.1456], [-1.0159, 0.1677, -1.8823]], "atomic_forces_ev_per_a": [[0.4680, -1.6178, -0.8132], [-2.5738, 0.5029, -0.7223], [0.8171, 2.0784, 6.2405], [-0.0029, -0.6960, -0.6609], [-0.5196, -0.5190, -3.3615], [-0.4244, 0.2180, 3.2772], [0.9226, 0.5444, 0.1860], [-0.4605, -0.5736, -1.8313], [0.9325, -0.0342, -0.7459], [0.5194, -0.3258, -3.3676], [1.4446, 0.3565, 0.3543], [-0.6811, -0.0717, -2.3145], [0.3810, -0.3799, 0.9103], [-0.8230, 0.5177, 2.8489]]}


For reference, calculated total energy by record: -5773.33804, -1355.60963 hartree.
For reference, M by record: 766.9, 186.0 Da.